1.
# C49H42N7OS2Sc

C49H42N7OS2Sc as an isolated structure (wB97M-V/def2-TZVPD, the Open Molecules 2025 dataset).

## Properties
total charge = 0

Cartesian coordinates (Å):
Sc: 0.157 -0.093 0.038
C: -1.458 2.061 3.670
C: -2.411 1.246 4.270
C: -2.669 0.000 3.728
C: -1.979 -0.438 2.591
C: -1.013 0.360 1.957
C: -0.786 1.614 2.542
C: -2.275 -1.777 2.023
C: -2.971 -2.762 2.787
C: -3.249 -3.975 2.248
C: -2.875 -4.244 0.910
C: -3.157 -5.467 0.263
C: -2.783 -5.666 -1.037
C: -2.122 -4.639 -1.740
C: -1.835 -3.446 -1.135
C: -2.191 -3.224 0.216
N: -1.860 -2.028 0.798
H: -1.244 3.041 4.081
H: -2.955 1.583 5.144
H: -3.436 -0.610 4.188
H: -0.039 2.276 2.111
H: -3.248 -2.548 3.808
H: -3.755 -4.741 2.825
H: -3.677 -6.240 0.816
H: -3.000 -6.605 -1.530
H: -1.843 -4.789 -2.776
H: -1.349 -2.646 -1.676
C: -1.893 3.357 -4.620
C: -3.056 3.212 -3.650
N: -3.020 1.936 -2.938
C: -3.807 0.851 -3.515
C: -5.228 0.820 -2.975
C: -2.303 1.790 -1.811
S: -2.337 0.309 -0.958
N: -1.674 2.920 -1.402
C: -0.573 2.897 -0.701
O: 0.196 1.901 -0.522
C: -0.124 4.197 -0.107
C: 1.132 4.278 0.486
C: 1.562 5.465 1.059
C: 0.734 6.579 1.047
C: -0.522 6.502 0.459
C: -0.948 5.317 -0.118
H: -1.968 4.295 -5.172
H: -1.879 2.537 -5.341
H: -0.951 3.352 -4.071
H: -4.009 3.253 -4.180
H: -3.039 4.016 -2.918
H: -3.304 -0.091 -3.305
H: -3.806 1.000 -4.597
H: -5.213 0.637 -1.901
H: -5.800 0.024 -3.454
H: -5.740 1.766 -3.162
H: 1.761 3.396 0.495
H: 2.540 5.521 1.520
H: 1.065 7.506 1.499
H: -1.171 7.369 0.453
H: -1.924 5.239 -0.577
N: 4.105 0.551 2.386
C: 3.460 0.129 3.534
C: 3.930 -0.114 4.818
C: 3.005 -0.564 5.739
C: 1.661 -0.754 5.384
C: 1.200 -0.503 4.107
C: 2.122 -0.056 3.158
N: 1.980 0.233 1.800
C: 3.178 0.564 1.396
C: 3.462 0.852 0.001
C: 4.590 1.350 -0.572
S: 4.364 1.437 -2.263
C: 2.784 0.813 -2.086
N: 2.446 0.552 -0.863
H: 5.096 0.658 2.260
H: 4.968 0.036 5.084
H: 3.320 -0.770 6.753
H: 0.963 -1.098 6.136
H: 0.158 -0.630 3.850
H: 5.507 1.664 -0.103
H: 2.129 0.630 -2.927
N: 0.957 -2.299 0.672
C: 2.315 -2.481 0.301
C: 3.280 -2.660 1.283
C: 4.624 -2.728 0.950
C: 5.001 -2.626 -0.381
C: 4.027 -2.471 -1.358
C: 2.667 -2.403 -1.052
C: 1.669 -2.186 -2.145
C: 1.931 -2.827 -3.361
C: 1.189 -2.538 -4.495
C: 0.176 -1.594 -4.407
C: -0.121 -1.016 -3.176
C: 0.578 -1.295 -1.989
H: 0.328 -2.827 0.074
H: 0.785 -2.542 1.640
H: 2.969 -2.733 2.321
H: 5.365 -2.866 1.727
H: 6.045 -2.668 -0.662
H: 4.329 -2.372 -2.393
H: 2.727 -3.561 -3.425
H: 1.406 -3.039 -5.430
H: -0.398 -1.326 -5.287
H: -0.953 -0.321 -3.141

Löwdin population analysis, charges in e, atoms 1 to 5: number 1, Sc, carries 0.853; number 2, C, carries -0.084; number 3, C, carries -0.094; number 4, C, carries -0.054; number 5, C, carries -0.233

---

2.
# C5H14N2

One molecule with the formula C5H14N2 in a non-equilibrium geometry (wB97M-V/def2-TZVPD, the Open Molecules 2025 dataset).

## Properties
total charge = 0
SMILES string = CCN(C)CCN

Cartesian coordinates (Å):
C: -2.573 0.975 0.959
C: -1.398 1.090 0.017
N: -0.552 -0.107 0.237
C: -0.915 -1.082 -0.852
C: 0.992 0.285 0.198
C: 1.894 -0.909 -0.020
N: 3.363 -0.595 0.070
H: -3.387 1.476 0.409
H: -2.714 -0.112 1.111
H: -2.337 1.373 1.955
H: -0.752 1.929 0.410
H: -1.561 1.509 -0.973
H: -0.476 -2.192 -0.712
H: -0.473 -0.748 -1.844
H: -2.018 -0.867 -0.964
H: 1.033 0.953 -0.613
H: 1.183 0.904 1.057
H: 1.654 -1.795 0.448
H: 1.473 -1.130 -1.160
H: 3.576 0.340 -0.262
H: 3.988 -1.295 0.529

Löwdin population analysis, charges in e, atoms 1 to 5: number 1, C, carries -0.102; number 2, C, carries -0.333; number 3, N, carries -0.208; number 4, C, carries -0.130; number 5, C, carries -0.187

---

What energy above the lowest of the compared OMol25 structures with the same formula, charge and spin values result from the calculations? In sequence: 2.2, 73.5 kcal/mol.
What frontier orbital gap values result from the calculations? In sequence: 0.269, 0.353 Ha.